No. 1
Below is C53H59BrMoNO3S3 as an isolated structure at a distorted geometry, with properties calculated with ωB97M-V/def2-TZVPD.

Geometry as ORCA input:
```
! RIJCOSX wB97M-V def2-TZVPD def2/J DEFGRID3
* xyz 1 3
C 2.52 2.54 1.48
H -2.96 6.41 -0.88
N 1.20 2.22 1.39
C 6.62 -2.02 -0.69
H 3.03 3.65 -0.50
C 3.58 1.53 1.13
C 6.92 -0.70 -0.39
H -3.38 1.28 -0.99
H 2.98 -4.14 2.10
S 1.16 0.34 4.08
H -5.61 -4.08 -4.90
C -2.02 -2.13 1.44
H 2.38 5.69 2.71
H -0.65 -4.17 0.33
H -4.20 -3.41 1.53
H -5.56 -3.30 -3.33
H 4.56 1.98 1.25
C -3.01 -2.85 -2.17
H 4.00 1.52 -4.83
H 3.25 -1.77 -0.91
H -4.56 -4.73 -3.65
H 2.61 -1.97 5.74
C 4.28 -1.48 -0.74
H -2.34 -2.60 2.38
H 4.03 3.94 2.04
C -3.92 1.42 -0.06
H 3.92 0.15 -2.81
H 1.36 -2.86 4.27
C -3.96 2.10 2.24
H -0.26 -1.27 5.14
H -5.86 1.94 3.23
H -0.03 5.06 2.72
H -3.72 -1.01 -5.69
H 7.42 -2.75 -0.80
H -4.98 -1.08 -4.44
H -0.94 -2.04 1.45
C 3.62 3.36 -3.81
C 3.45 0.86 -0.26
C -1.79 2.27 0.89
H -1.98 -4.87 1.27
H -7.03 1.06 1.24
C 0.33 3.12 1.94
H -0.16 -3.14 3.41
C -0.56 4.37 -2.09
Mo 0.53 0.45 0.27
C -4.95 -3.81 -4.08
H 0.18 4.29 -2.87
C 2.15 0.15 5.59
H 4.85 -3.32 3.48
H -1.63 3.59 2.61
C 4.57 -0.16 -0.40
C -1.15 -1.52 -1.43
C -0.71 3.31 -1.19
C 3.26 3.16 -1.43
C 0.66 -2.43 3.57
Br 0.36 0.12 -3.18
S 1.53 -2.26 1.97
C 3.75 1.22 -2.73
C -3.99 -3.25 0.47
H -1.99 -4.99 -0.49
C -2.21 -2.41 -1.12
H 7.94 -0.39 -0.27
C -1.73 -4.35 0.35
C -1.11 2.74 2.18
H -1.68 -1.22 -4.80
C -5.32 1.78 2.31
C -5.27 1.10 0.01
O 2.18 0.26 -0.19
H -5.78 0.72 -0.87
C -2.45 4.50 -0.07
H 3.36 -3.39 4.41
C -2.88 -2.46 -3.49
C 5.90 0.23 -0.25
C -1.03 -1.14 -2.78
H -3.80 -3.55 -1.93
H 3.19 5.01 -2.51
H -0.08 2.44 -1.32
H -1.23 6.32 -2.65
C 0.72 4.37 2.36
H 3.71 3.97 -4.69
C -2.48 -3.01 0.27
C 2.96 3.76 1.97
C 5.30 -2.40 -0.89
H -3.48 2.48 3.13
C -1.35 5.49 -1.97
C -3.26 1.93 1.06
H -1.12 1.90 2.89
C -3.83 -2.91 -4.60
C 3.80 1.99 -3.88
H 3.50 0.70 1.84
C -3.06 -3.68 -5.68
H -3.76 -4.03 -6.44
O -1.07 1.12 0.55
S 4.12 -1.14 4.07
H -2.31 -3.06 -6.17
C 0.07 -1.12 4.11
C 3.86 -2.88 3.58
H -0.78 -0.81 3.51
C -1.64 3.37 -0.17
H 3.76 -2.69 1.45
H 1.47 0.09 6.44
C 3.14 -3.08 2.26
O -0.27 -1.05 -0.55
H 3.82 -0.90 6.43
H -2.47 -1.14 1.38
H -3.20 4.55 0.71
H -4.57 -2.38 0.15
H 6.14 1.26 -0.04
H -2.56 -4.55 -5.25
H -5.20 -1.94 -5.98
H -4.34 -4.13 -0.07
H 2.70 1.09 5.64
H 5.07 -3.43 -1.15
C -4.47 -1.66 -5.22
C -1.85 -1.58 -3.79
C 2.06 4.72 2.37
C 3.34 3.94 -2.58
C 3.13 -1.02 5.60
C 3.49 1.79 -1.49
C -2.31 5.55 -0.97
C -5.97 1.29 1.19
*
```

E_LUMO (alpha / beta) in hartree: -0.094 / -0.121
E_tot in eV: -167951.95391
Gap between HOMO and LUMO (alpha / beta) in eV: 7.6419 / 6.9329
⟨S²⟩: 2.0112
HOMO (alpha / beta) in eV: -10.19 / -10.23

No. 2
Below is a 2-piece molecular cluster, C10H22 overall at a distorted geometry, with properties calculated with ωB97M-V/def2-TZVPD.

Geometry as ORCA input:
```
! RIJCOSX wB97M-V def2-TZVPD def2/J DEFGRID3
* xyz 0 1
H 3.35 -1.59 -1.56
C 3.12 -1.12 0.49
H -1.19 -0.75 -1.23
H -2.92 1.98 0.84
H -1.53 -0.73 1.60
C 3.52 1.29 0.21
H -2.67 -1.80 -1.06
H 3.03 2.33 0.39
H -2.55 1.97 -0.78
H -2.68 -0.36 -2.10
C -2.38 1.42 0.07
C 3.27 0.15 1.29
H 3.55 -2.00 0.98
H 4.51 1.67 0.02
H 4.07 0.16 2.00
C 3.69 -0.88 -0.84
H 2.07 -1.45 0.39
H 3.52 0.90 -1.98
H -4.86 -0.76 -0.28
C -2.26 -0.80 -1.15
C -4.34 0.16 -0.29
C -2.88 0.00 0.03
H 1.99 0.56 -0.95
H -2.85 -1.91 0.96
C 3.13 0.55 -1.07
H 2.31 0.42 1.74
H -4.57 0.75 -1.12
H -3.41 -0.64 2.12
H -4.83 0.71 0.59
C -2.58 -0.82 1.31
H 4.73 -0.83 -1.04
H -1.36 1.39 0.40
*
```

E_LUMO in hartree: 0.028
Energy relative to the best compared isomer or geometry (same formula, charge and spin) in eV: 2.012
E_tot in eV: -10725.41144
Gap between HOMO and LUMO in eV: 11.3795
HOMO in eV: -10.63
Structure (SMILES): CC(C)(C)C.C1CCCC1

No. 3
Below is a 2-piece molecular cluster, C20H32N4 overall at a distorted geometry, with properties calculated with ωB97M-V/def2-TZVPD.

Geometry as ORCA input:
```
! RIJCOSX wB97M-V def2-TZVPD def2/J DEFGRID3
* xyz 2 1
H -8.51 -0.13 3.30
C -2.84 0.89 1.33
H 1.71 0.08 -1.11
C -7.76 -0.66 3.91
H 2.24 -1.03 -4.27
C -4.61 1.49 2.99
H 1.75 -1.67 -1.82
H 3.68 -1.95 -4.82
H -1.28 2.42 -0.58
H -5.66 -0.24 2.19
C 5.01 -1.69 -2.70
H 1.28 2.20 -2.66
H -0.53 2.84 0.98
H 1.41 3.69 -0.11
H -0.42 -1.07 0.21
N 3.57 -1.59 -2.74
H 3.25 -1.12 -0.75
H -6.79 1.10 4.69
N -3.36 0.83 2.56
H -3.21 1.50 0.51
H -8.22 -0.90 4.87
C 0.73 3.19 -0.80
C 5.78 -0.52 -2.69
C -0.88 -0.08 0.12
H 0.29 3.94 -1.46
H 0.80 0.89 1.01
H 2.33 -2.79 -3.98
C 7.17 -0.61 -2.82
C -2.60 -0.05 3.33
H 7.52 -4.00 -2.90
H -0.81 -1.20 2.74
H 5.03 -3.85 -2.80
C 2.77 -1.30 -1.71
C 0.21 0.99 0.07
C -0.34 2.43 -0.01
H -6.60 1.25 2.25
H 5.27 0.44 -2.63
H 2.59 2.24 -1.48
H -4.71 2.40 2.38
C 7.03 -3.02 -2.86
C 5.64 -2.95 -2.79
H -5.79 -0.34 4.72
H -1.50 -0.03 -0.79
C -6.52 0.21 4.12
C 7.80 -1.85 -2.88
N -1.77 0.09 1.29
H 8.89 -1.92 -2.95
C -5.88 0.64 2.81
C 2.92 -1.86 -4.03
N 1.05 0.83 -1.10
H -2.82 -0.26 4.36
H 7.76 0.31 -2.87
C -1.61 -0.51 2.53
C 1.50 2.12 -1.59
H -4.48 1.78 4.04
H -7.51 -1.59 3.40
*
```

E_LUMO in hartree: -0.271
E_tot in eV: -27203.92241
Gap between HOMO and LUMO in eV: 7.0891
HOMO in eV: -14.47

What did the third record say?
Below is a 2-piece molecular cluster, C20H32N4 overall at a distorted geometry, with properties calculated with ωB97M-V/def2-TZVPD.

Geometry as ORCA input:
```
! RIJCOSX wB97M-V def2-TZVPD def2/J DEFGRID3
* xyz 2 1
H -8.51 -0.13 3.30
C -2.84 0.89 1.33
H 1.71 0.08 -1.11
C -7.76 -0.66 3.91
H 2.24 -1.03 -4.27
C -4.61 1.49 2.99
H 1.75 -1.67 -1.82
H 3.68 -1.95 -4.82
H -1.28 2.42 -0.58
H -5.66 -0.24 2.19
C 5.01 -1.69 -2.70
H 1.28 2.20 -2.66
H -0.53 2.84 0.98
H 1.41 3.69 -0.11
H -0.42 -1.07 0.21
N 3.57 -1.59 -2.74
H 3.25 -1.12 -0.75
H -6.79 1.10 4.69
N -3.36 0.83 2.56
H -3.21 1.50 0.51
H -8.22 -0.90 4.87
C 0.73 3.19 -0.80
C 5.78 -0.52 -2.69
C -0.88 -0.08 0.12
H 0.29 3.94 -1.46
H 0.80 0.89 1.01
H 2.33 -2.79 -3.98
C 7.17 -0.61 -2.82
C -2.60 -0.05 3.33
H 7.52 -4.00 -2.90
H -0.81 -1.20 2.74
H 5.03 -3.85 -2.80
C 2.77 -1.30 -1.71
C 0.21 0.99 0.07
C -0.34 2.43 -0.01
H -6.60 1.25 2.25
H 5.27 0.44 -2.63
H 2.59 2.24 -1.48
H -4.71 2.40 2.38
C 7.03 -3.02 -2.86
C 5.64 -2.95 -2.79
H -5.79 -0.34 4.72
H -1.50 -0.03 -0.79
C -6.52 0.21 4.12
C 7.80 -1.85 -2.88
N -1.77 0.09 1.29
H 8.89 -1.92 -2.95
C -5.88 0.64 2.81
C 2.92 -1.86 -4.03
N 1.05 0.83 -1.10
H -2.82 -0.26 4.36
H 7.76 0.31 -2.87
C -1.61 -0.51 2.53
C 1.50 2.12 -1.59
H -4.48 1.78 4.04
H -7.51 -1.59 3.40
*
```

E_LUMO in hartree: -0.271
E_tot in eV: -27203.92241
Gap between HOMO and LUMO in eV: 7.0891
HOMO in eV: -14.47